Record 1
# CHCl3N2

One molecule with the formula CHCl3N2 (ωB97M-V/def2-TZVPD, the Open Molecules 2025 dataset).

The calculation puts the HOMO energy at -0.3611 hartree. The calculation puts the max |F| at 5.46 eV Å⁻¹. For the energy above the lowest of the compared OMol25 structures with the same formula, charge and spin, the calculation gives 2.2 kcal per mole. The value obtained for the gap between HOMO and LUMO is 10.28 eV. Its SMILES is Cl/N=C(\Cl)NCl.

Structure (XYZ):
```
7
Properties=species:S:1:pos:R:3:lowdin_charge:R:1
Cl -2.6525 -0.5335 -0.2720 0.606
N -0.9669 -0.6188 -0.1370 -0.520
C -0.2537 0.3296 0.0730 -1.018
Cl -0.5097 1.9870 0.1837 0.729
N 1.2712 -0.0598 0.2897 -0.473
Cl 1.3258 -1.7594 0.1375 0.603
H 1.7858 0.6550 -0.2749 0.072
```


Record 2
# CHCl3S

A 2-piece molecular cluster, CHCl3S overall (ωB97M-V/def2-TZVPD, the Open Molecules 2025 dataset).

The calculation puts the HOMO energy at -0.3519 hartree. The calculation puts the max |F| at 4.72 eV Å⁻¹. For the energy above the lowest of the compared OMol25 structures with the same formula, charge and spin, the calculation gives 23.2 kcal per mole. The value obtained for the gap between HOMO and LUMO is 9.55 eV.

Structure (XYZ):
```
6
Properties=species:S:1:pos:R:3:lowdin_charge:R:1
C -0.0660 -0.5209 -0.0257 -1.586
S 0.7919 0.9446 -0.7896 0.303
Cl -0.0745 -0.3252 1.6893 0.509
Cl 0.8548 -1.8619 -0.7093 0.504
Cl -0.0485 2.4958 0.1979 0.090
H -1.4578 -0.7325 -0.3626 0.180
```


Record 3
# CHClF2O

A 2-piece molecular cluster, CHClF2O overall (ωB97M-V/def2-TZVPD, the Open Molecules 2025 dataset).

The calculation puts the HOMO energy at -0.4533 hartree. The calculation puts the max |F| at 2.93 eV Å⁻¹. For the energy above the lowest of the compared OMol25 structures with the same formula, charge and spin, the calculation gives 10.4 kcal per mole. The value obtained for the gap between HOMO and LUMO is 12.79 eV. Its SMILES is O=C(F)Cl.F.

Structure (XYZ):
```
6
Properties=species:S:1:pos:R:3:lowdin_charge:R:1
O -2.0151 0.0177 -0.4268 0.156
C -0.9882 -0.3034 -0.0055 -0.917
F 0.0242 -0.8217 -0.7401 0.006
Cl -0.3682 -0.1280 1.5784 0.794
F 1.6371 1.1086 -0.1692 -0.145
H 1.7102 0.1268 -0.2369 0.106
```


Record 4
# CHClF2O2S

One molecule with the formula CHClF2O2S (ωB97M-V/def2-TZVPD, the Open Molecules 2025 dataset).

The expectation value of S² is 2.0084. The calculation puts the HOMO energy (alpha / beta) at -0.2780 / -0.3689 hartree. The calculation puts the max |F| at 7.13 eV Å⁻¹. For the energy above the lowest of the compared OMol25 structures with the same formula, charge and spin, the calculation gives 50.2 kcal per mole. Its spin multiplicity is 3. The value obtained for the gap between HOMO and LUMO (alpha / beta) is 8.10 / 6.43 eV.

Structure (XYZ):
```
8
Properties=species:S:1:pos:R:3:lowdin_charge:R:1
C 0.1740 -0.5954 0.7350 -0.480
O -1.8660 -1.6942 -0.7942 -0.485
O -2.3573 0.3622 0.5913 -0.863
F 0.8258 -1.2508 -0.1764 0.103
F 0.7140 -0.8439 1.9181 0.068
S -1.7604 -1.2265 0.5792 0.932
Cl -3.8255 0.5386 -0.1976 0.602
H 0.0701 0.4792 0.6538 0.123
```


Record 5
# CHClF2OS2

One molecule with the formula CHClF2OS2 (ωB97M-V/def2-TZVPD, the Open Molecules 2025 dataset).

The calculation puts the HOMO energy at -0.3491 hartree. The calculation puts the max |F| at 3.07 eV Å⁻¹. For the energy above the lowest of the compared OMol25 structures with the same formula, charge and spin, the calculation gives 9.5 kcal per mole. The value obtained for the gap between HOMO and LUMO is 8.15 eV.

Structure (XYZ):
```
8
Properties=species:S:1:pos:R:3:lowdin_charge:R:1
C 0.4888 0.6380 -0.0243 -0.675
O 1.7132 0.2290 -0.4086 0.113
F 0.3182 1.9746 -0.2044 0.077
F 0.3743 0.4367 1.3751 -0.026
S -2.7764 -0.0726 0.4867 0.180
S -1.3653 -0.2977 -0.7058 0.150
Cl -0.4696 -2.1978 -0.1646 0.122
H 1.7168 -0.7101 -0.3540 0.060
```


Record 6
# CHClI2

CHClI2 as an isolated structure (ωB97M-V/def2-TZVPD, the Open Molecules 2025 dataset).

The calculation puts the HOMO energy at -0.3511 hartree. The calculation puts the max |F| at 2.44 eV Å⁻¹. For the energy above the lowest of the compared OMol25 structures with the same formula, charge and spin, the calculation gives 78.1 kcal per mole. The value obtained for the gap between HOMO and LUMO is 7.51 eV.

Structure (XYZ):
```
5
Properties=species:S:1:pos:R:3:lowdin_charge:R:1
C -0.2588 -1.3695 -1.0055 -0.891
Cl 0.6477 0.0256 -1.2741 0.475
I -0.5725 2.1296 1.2817 0.293
I 0.0519 -2.1115 1.0685 0.555
H 0.1316 1.3257 -0.0707 -0.433
```


Record 7
# CHClN2O2S

One molecule with the formula CHClN2O2S (ωB97M-V/def2-TZVPD, the Open Molecules 2025 dataset).

The calculation puts the HOMO energy at -0.3934 hartree. The calculation puts the max |F| at 2.60 eV Å⁻¹. For the energy above the lowest of the compared OMol25 structures with the same formula, charge and spin, the calculation gives 36.5 kcal per mole. The value obtained for the gap between HOMO and LUMO is 9.92 eV.

Structure (XYZ):
```
8
Properties=species:S:1:pos:R:3:lowdin_charge:R:1
C -2.1747 0.0396 -0.1179 -0.443
N -3.2345 0.1293 0.2949 0.131
N 1.6033 0.5199 -0.0289 -0.660
O -0.9570 0.0749 -0.5317 -0.267
O 0.8849 -1.8439 -0.2173 -0.404
S 0.7143 -0.6027 -0.8967 0.988
Cl 1.8875 0.2302 1.6480 0.623
H 1.2762 1.4527 -0.1505 0.032
```


Record 8
# CHClNO6S

An isolated ion of composition CHClNO6S and charge -1 (ωB97M-V/def2-TZVPD, the Open Molecules 2025 dataset).

Its net charge is -1. The expectation value of S² is 2.0071. The calculation puts the HOMO energy (alpha / beta) at -0.1795 / -0.2105 hartree. The calculation puts the max |F| at 10.17 eV Å⁻¹. For the energy above the lowest of the compared OMol25 structures with the same formula, charge and spin, the calculation gives 21.0 kcal per mole. Its spin multiplicity is 3. The value obtained for the gap between HOMO and LUMO (alpha / beta) is 8.32 / 5.24 eV.

Structure (XYZ):
```
11
Properties=species:S:1:pos:R:3:lowdin_charge:R:1
C 0.1775 0.0890 -0.6630 -0.756
N -0.2495 1.3022 -1.5602 -0.464
O 0.2650 2.3706 -1.2826 0.141
O 1.3269 -0.6896 1.6525 -0.360
O -0.9073 1.0843 -2.5298 0.078
O -0.4928 -2.1913 1.5358 -0.320
O -0.7446 -0.1599 2.8326 -0.320
O -0.6902 0.0502 0.3637 -0.217
S -0.1293 -0.8354 1.7270 0.389
Cl 0.1802 -1.3337 -1.6779 0.703
H 1.2643 0.3137 -0.3982 0.125
```